Version w
Here is a molecular structure, C5H11NS from the OMol25 dataset. Energies are from ωB97M-V/def2-TZVPD.

- Highest occupied orbital energy (spin up / spin down): -0.2850 / -0.2850 Ha
- LUMO level (spin up / spin down): -0.00343 / -0.00344 hartree
- Charge: 0
- HOMO-LUMO gap (spin up / spin down): 0.282 / 0.282 Eh

Last column: Mulliken charge in e.
Atoms and positions in Å:
S -1.12939 -0.00130 0.01516  0.739
N -1.57192 -1.62255 -0.31845  -0.597
C 1.13717 -0.59831 0.45720  -0.362
C -1.17684 0.86749 -1.42865  -0.785
C -2.38799 0.47357 1.00959  -0.990
C 2.07014 0.51723 0.67770  -0.500
C 2.18896 -0.36821 -0.54220  -0.400
H -1.54228 1.87237 -1.27449  0.265
H -0.87231 -2.05277 -0.90799  0.263
H -2.47292 -1.61987 -0.78322  0.313
H 1.70870 1.52421 0.52097  0.211
H 2.80219 0.44016 1.47079  0.242
H 2.99974 -1.08628 -0.59745  0.244
H 1.06646 -1.47256 1.08106  0.370
H 1.93331 0.06095 -1.50039  0.143
H -2.65354 -0.24674 1.76278  0.314
H -2.27675 1.48289 1.37369  0.293
H -0.22091 0.85172 -1.93747  0.237

Version x
Here is C5H11NS in the gas phase from the OMol25 dataset. Energies are from ωB97M-V/def2-TZVPD.

- Highest occupied orbital energy: -0.2340 Ha
- LUMO level: -0.03456 hartree
- Charge: 0
- HOMO-LUMO gap: 0.199 Eh

Last column: Mulliken charge in e.
Atoms and positions in Å:
S 4.83196 -0.42558 0.03470  -0.440
N 0.64570 0.64800 -0.04681  -0.163
C -2.98967 -0.68717 -0.02780  -1.379
C -1.59779 -0.33221 0.46078  -0.193
C 3.24726 0.40696 0.33854  -0.948
C 1.83871 -0.06927 -0.01997  0.231
C -0.71417 0.28351 -0.61166  -0.752
H 3.35268 1.46597 0.10457  0.275
H -3.51403 0.18481 -0.33871  0.361
H 3.38513 0.46874 1.40391  0.284
H -0.42710 -0.29399 -1.47944  0.357
H -1.57493 0.24077 1.33460  0.395
H -1.15887 -1.32139 0.78731  0.242
H -1.09911 1.22379 -1.02959  0.352
H 0.67271 1.65099 0.00066  0.266
H -3.09781 -1.20361 -1.00809  0.343
H -3.62005 -1.22324 0.59185  0.401
H 1.81939 -1.01708 -0.49486  0.367

Question: of the structures shown, which is the least stable? Reply: version w.